ORCA calculation (wB97M-V/def2-TZVPD) on 7 unconnected molecules or ions with the total composition C22H65N6O7 in a non-equilibrium geometry.

Multiplicity: 1
DFT total energy (eV): -47128.75132
HOMO level (eV): -10.816
ΔE to the lowest compared entry with this formula, charge and spin (kcal per mole): 116.3
LUMO level (eV): -3.8
Charge: +1

Last column: Löwdin charge in e.
CARTESIAN COORDINATES (ANGSTROEM)
N  2.19160  25.14166  -4.81095  0.358
H  1.83452  25.93339  -5.32648  0.157
H  3.10943  25.39622  -4.47498  0.158
H  2.23858  24.35373  -5.44108  0.154
H  1.55538  24.94418  -4.05181  0.158
C  3.20564  30.59947  1.35405  -0.249
C  1.98465  29.97275  0.63031  -0.279
O  2.21719  28.82663  -0.10143  -0.056
O  3.75222  29.70370  2.29136  -0.057
H  2.78666  31.45938  1.87667  0.112
H  3.94032  31.02724  0.67190  0.121
H  1.60938  30.75702  -0.02711  0.120
H  1.23159  29.78192  1.39490  0.114
H  2.57083  28.12390  0.44876  0.086
H  3.08377  29.59905  2.97240  0.088
C  3.17013  20.83252  -10.52165  -0.061
C  3.90044  21.89744  -9.63728  -0.417
C  3.83864  23.35708  -10.15852  -0.172
O  4.64268  24.31523  -9.41896  -0.172
C  5.97453  23.96776  -9.44131  -0.152
N  3.12586  21.87529  -8.41893  0.003
H  3.48091  19.79668  -10.38549  0.078
H  3.32840  21.01900  -11.58385  0.069
H  2.08135  20.81863  -10.47192  0.073
H  4.94351  21.60991  -9.50525  0.123
H  2.79982  23.68638  -10.18120  0.124
H  4.13848  23.24891  -11.20087  0.118
H  6.59988  24.68596  -8.91100  0.093
H  6.35574  23.83475  -10.45378  0.098
H  6.15942  23.05148  -8.88064  0.075
H  3.17817  20.95866  -7.99804  0.070
H  2.17023  21.96591  -8.73303  0.058
C  -2.83280  30.22569  -5.93847  -0.054
C  -3.03297  28.66986  -6.05801  -0.401
C  -4.35749  28.33567  -6.74016  -0.221
O  -5.49123  28.73533  -5.96565  -0.175
C  -6.69805  28.29656  -6.49399  -0.124
N  -1.88413  28.24287  -6.88769  0.011
H  -2.64128  30.78109  -6.85659  0.077
H  -2.00829  30.48572  -5.27464  0.068
H  -3.69848  30.64210  -5.42339  0.073
H  -3.03658  28.11257  -5.12124  0.134
H  -4.39845  27.28628  -7.03204  0.116
H  -4.33293  28.88965  -7.67856  0.127
H  -7.51255  28.23916  -5.77191  0.093
H  -6.56390  27.31625  -6.95127  0.080
H  -6.97714  28.95629  -7.31554  0.089
H  -1.80182  28.85209  -7.68904  0.059
H  -2.15771  27.38626  -7.34756  0.050
C  9.43414  24.41643  -2.38728  -0.048
C  8.17228  24.01622  -3.24617  -0.436
C  7.87366  22.50269  -3.46318  -0.190
O  9.00883  22.00580  -4.17854  -0.202
C  8.90031  20.63787  -4.58525  -0.094
N  7.04718  24.60845  -2.59441  0.000
H  10.34108  24.13562  -2.92273  0.071
H  9.47274  23.82533  -1.47228  0.078
H  9.42814  25.49104  -2.20485  0.071
H  8.29740  24.51550  -4.20699  0.132
H  6.88098  22.45342  -3.91069  0.115
H  7.89410  21.96797  -2.51357  0.122
H  8.70549  20.00062  -3.72267  0.084
H  9.92304  20.38488  -4.86473  0.089
H  8.21618  20.49935  -5.42244  0.085
H  6.84819  24.08615  -1.75316  0.070
H  7.43054  25.50088  -2.31746  0.058
C  -2.04623  21.02980  -2.79956  -0.066
C  -1.74840  21.30374  -1.33785  -0.456
C  -0.69516  20.44966  -0.63987  -0.229
O  -0.75949  19.04929  -0.70566  -0.181
C  -1.94365  18.41692  -0.17825  -0.076
N  -1.44863  22.76851  -1.30917  0.031
H  -1.10917  20.89550  -3.33990  0.077
H  -2.65153  21.77816  -3.31109  0.075
H  -2.51810  20.05364  -2.91158  0.073
H  -2.61508  21.01950  -0.74105  0.124
H  -0.62286  20.63571  0.43169  0.125
H  0.24667  20.81693  -1.04751  0.123
H  -2.74747  18.67321  -0.86839  0.078
H  -2.18398  18.69869  0.84692  0.088
H  -1.82193  17.33650  -0.10086  0.090
H  -2.34009  23.17753  -1.55018  0.063
H  -1.46487  22.85249  -0.30281  0.063
C  5.08955  30.94299  -6.50335  -0.064
C  4.04516  31.66997  -7.29412  -0.504
C  4.35767  33.18013  -7.32165  -0.155
O  4.65377  33.71401  -5.99803  -0.191
C  3.52075  33.69784  -5.14599  -0.124
N  3.92456  31.05135  -8.59024  0.040
H  5.92774  31.02374  -7.19545  0.093
H  4.78660  29.90961  -6.33477  0.073
H  5.29706  31.38172  -5.52735  0.082
H  3.09703  31.53600  -6.77335  0.115
H  3.54234  33.76030  -7.75380  0.121
H  5.24602  33.27854  -7.94554  0.127
H  3.85766  33.84403  -4.11973  0.090
H  3.17150  32.67565  -5.00022  0.066
H  2.66338  34.31505  -5.41443  0.093
H  2.96902  31.19141  -8.88590  0.074
H  4.02415  30.05328  -8.47179  0.064